Density functional theory data (ωB97M-V with the def2-TZVPD basis set) for C2F6MoNO4S2Se2Te2 as an isolated structure in a non-equilibrium geometry.

Values from the calculation:
net charge: +1
HOMO (alpha / beta): -12.464 / -12.110 eV
maximum force: 1.8 eV Å⁻¹
spin multiplicity: 3
expectation value of S²: 2.08
total energy: -196854.9041 eV

Last column: Mulliken spin population.
Element x y z (Å)
Mo  0.1440  0.8362  0.6313  1.460
F  4.8968  0.9014  1.6473  0.000
C  4.0551  0.8429  0.6455  0.004
F  3.4026  2.0079  0.5278  0.000
F  4.6778  0.5849  -0.4788  0.000
S  2.6418  -0.3681  0.9633  -0.002
O  1.8088  -0.1515  -0.2284  0.005
O  3.0106  -1.6810  1.3046  0.002
N  1.8340  0.3949  2.1270  0.000
S  0.7283  -0.5880  2.7878  -0.043
O  -0.1819  0.1689  3.5650  0.033
O  0.1340  -1.2288  1.6191  -0.011
C  1.6271  -1.8740  3.8524  0.004
F  2.8940  -1.5025  3.9252  0.000
F  1.5040  -3.0499  3.2872  0.000
F  1.1134  -1.8900  5.0603  -0.001
Se  -2.1219  0.5125  0.3669  -0.107
Te  -3.5660  2.4538  -0.5220  0.514
Te  -1.7088  4.4427  -0.4373  0.354
Se  0.3579  3.1022  0.3450  -0.214

***

Density functional theory data (ωB97M-V with the def2-TZVPD basis set) for C2F6NO4S5SbW as an isolated structure.

Values from the calculation:
net charge: +1
HOMO (alpha / beta): -13.027 / -13.487 eV
maximum force: 0.1 eV Å⁻¹
spin multiplicity: 4
expectation value of S²: 3.82
total energy: -90589.2803 eV

Last column: Mulliken spin population.
Element x y z (Å)
W  -0.2878  -0.2155  1.0770  1.827
S  3.4510  -1.8425  2.4945  1.126
Sb  2.4635  0.2355  2.1364  0.255
S  1.7560  -0.4547  -0.0338  0.088
S  -0.4826  -1.8861  2.3126  -0.263
F  -4.4966  -0.6415  -0.3020  0.000
C  -4.2755  0.6343  -0.5298  0.003
F  -5.0916  1.3920  0.1622  0.001
F  -4.3295  0.9076  -1.8097  0.000
S  -2.5424  0.9793  0.0657  -0.012
O  -1.5925  0.0651  -0.6456  -0.001
O  -2.3913  0.5921  1.4845  0.020
N  -2.3362  2.4706  -0.2485  0.006
S  -0.9505  3.0946  0.2694  0.011
O  -0.1197  2.0215  0.8769  -0.060
O  -0.3307  3.9361  -0.6771  0.001
C  -1.4712  4.1139  1.7276  0.000
F  -2.2754  5.0668  1.3116  0.000
F  -0.3803  4.6224  2.2706  0.000
F  -2.0904  3.3311  2.5972  0.000

***

Density functional theory data (ωB97M-V with the def2-TZVPD basis set) for C2F6O6S2Sn as an isolated structure in a non-equilibrium geometry.

Values from the calculation:
HOMO: -8.901 eV
maximum force: 3.2 eV Å⁻¹
spin multiplicity: 1
total energy: -58155.0268 eV

Last column: natural (NBO) charge in e.
Element x y z (Å)
Sn  -20.3696  7.6676  -24.0299  0.996
C  -17.3118  14.5591  -24.5971  0.740
F  -16.5577  13.5012  -24.8281  -0.305
F  -17.3930  14.8071  -23.2811  -0.321
F  -16.8307  15.6887  -25.1068  -0.308
S  -18.9728  14.1014  -25.4461  2.256
O  -19.9599  15.0502  -25.0669  -0.878
O  -18.6822  14.1358  -26.9018  -0.811
O  -19.2068  12.6934  -25.0926  -0.872
C  -18.4321  6.9930  -30.3255  0.754
F  -18.6875  5.9555  -29.5555  -0.318
F  -17.6892  6.5710  -31.3666  -0.322
F  -19.5431  7.4012  -30.8303  -0.304
S  -17.4265  8.4563  -29.4480  2.222
O  -16.0488  8.2621  -29.8730  -0.831
O  -17.7493  9.7794  -30.0876  -0.786
O  -17.6873  8.3059  -28.0404  -0.910

***

Density functional theory data (ωB97M-V with the def2-TZVPD basis set) for a 2-piece molecular cluster, C2F8N overall in a non-equilibrium geometry.

Values from the calculation:
net charge: +1
HOMO (alpha / beta): -14.500 / -14.500 eV
maximum force: 4.7 eV Å⁻¹
spin multiplicity: 1
total energy: -25285.3131 eV

Last column: natural (NBO) charge in e.
Element x y z (Å)
C  -0.3852  0.3912  0.2633  0.406
C  2.2158  -0.1448  -0.1895  1.274
N  -1.6733  -0.2943  -0.0284  0.729
F  -0.4698  0.8592  1.5075  -0.299
F  -0.3551  1.3649  -0.6244  -0.307
F  2.3864  -1.1110  -1.0349  -0.202
F  2.4494  1.0339  -0.6021  -0.186
F  2.2590  -0.4297  1.0364  -0.184
F  -2.6196  0.5601  -0.3216  -0.076
F  -2.2195  -1.0917  0.9772  -0.097
F  -1.5881  -1.1377  -0.9834  -0.057

***

Density functional theory data (ωB97M-V with the def2-TZVPD basis set) for one molecule with the formula C2FNO2S in a non-equilibrium geometry.

Values from the calculation:
HOMO: -9.748 eV
maximum force: 7.1 eV Å⁻¹
spin multiplicity: 1
structure (SMILES): Fc1noc(=S)o1
total energy: -21208.3864 eV

Last column: natural (NBO) charge in e.
Element x y z (Å)
C  -0.4510  -0.2345  -0.9506  0.790
C  0.4887  0.5081  0.8120  0.461
N  -1.2911  -0.7148  -0.1439  -0.132
O  -0.6608  -0.2359  1.0583  -0.334
O  0.6018  0.3395  -0.4253  -0.432
F  -0.3517  -0.6274  -2.2634  -0.268
S  1.6641  0.9650  1.9130  -0.085

***

Density functional theory data (ωB97M-V with the def2-TZVPD basis set) for C2FeLiO4 as an isolated structure in a non-equilibrium geometry.

Values from the calculation:
HOMO (alpha / beta): -7.753 / -7.617 eV
maximum force: 6.7 eV Å⁻¹
spin multiplicity: 6
expectation value of S²: 8.76
total energy: -44852.2298 eV

Last column: Mulliken spin population.
Element x y z (Å)
O  1.6380  -0.1431  0.9503  0.038
Fe  -0.9072  -1.4334  -0.8561  4.526
O  0.1412  -1.8128  1.1215  0.142
O  1.1045  -1.4641  -0.7539  0.139
C  1.1544  -1.2630  0.5356  -0.027
C  -0.1833  2.3244  0.5471  0.004
O  -0.8188  2.5994  -0.3792  0.004
Li  -2.1289  1.1927  -1.1652  0.173